No. 1
C24H33Cl2N4O3PrS | ωB97M-V/def2-TZVPD

XYZ file:
```
68
Properties=species:S:1:pos:R:3:lowdin_charge:R:1
O 1.61 1.11 -0.99 -0.355
C 1.37 1.52 -2.26 -0.431
C 1.38 3.04 -2.19 -0.182
C 1.04 3.72 -1.03 -0.035
H 0.79 3.16 -0.12 0.030
C 1.02 5.11 -1.03 -0.078
H 0.75 5.65 -0.13 0.099
C 1.37 5.81 -2.19 -0.106
H 1.36 6.90 -2.20 0.093
C 1.72 5.10 -3.35 -0.096
H 2.00 5.64 -4.26 0.094
C 1.73 3.71 -3.35 -0.045
H 1.99 3.14 -4.24 0.119
H 2.26 1.15 -2.76 0.134
C 0.38 -0.54 -3.35 -0.100
C 0.18 0.92 -3.03 -0.315
H -0.25 -0.84 -4.20 0.080
H 0.12 -1.20 -2.51 0.015
H 1.44 -0.71 -3.56 0.081
C -0.95 1.66 -3.21 -0.175
C -2.24 1.16 -3.84 -0.215
H -0.98 2.69 -2.83 0.123
H -2.46 1.75 -4.73 0.063
H -3.09 1.28 -3.15 0.042
H -2.17 0.10 -4.12 0.038
Pr 0.03 0.01 0.16 0.437
Cl -1.16 2.05 1.17 0.127
Cl -1.90 -0.17 -1.66 0.373
C -2.50 -1.18 1.19 -0.292
O -1.25 -1.47 1.31 -0.241
N -3.28 -1.89 1.95 -0.169
C -2.79 -3.14 2.53 0.001
C -4.60 -1.44 2.23 -0.030
H -2.92 -0.42 0.50 0.076
H -1.73 -3.29 2.29 0.081
H -3.39 -3.97 2.12 0.101
H -2.94 -3.11 3.61 0.098
H -4.71 -0.42 1.86 0.108
H -4.77 -1.46 3.31 0.098
H -5.32 -2.10 1.73 0.097
H 1.83 -5.02 -0.93 0.101
H 4.39 -4.12 -0.56 0.099
C 1.84 -4.21 -1.68 0.007
C 4.11 -3.27 -1.20 -0.031
N 2.69 -3.11 -1.19 -0.165
H 0.82 -3.85 -1.85 0.102
C 2.15 -1.99 -0.83 -0.235
O 0.87 -1.99 -0.74 -0.224
H 4.56 -2.35 -0.81 0.103
H 2.80 -1.10 -0.62 0.169
H 2.27 -4.58 -2.61 0.099
H 4.45 -3.45 -2.22 0.100
N 1.30 -2.63 2.14 0.137
C 1.69 -1.44 2.60 -0.650
N 1.46 -0.25 2.09 -0.032
C 1.95 0.84 2.85 -0.249
C 1.84 2.22 2.63 -0.011
C 2.36 3.10 3.57 -0.058
C 3.02 2.64 4.72 -0.082
C 3.15 1.27 4.94 -0.100
C 2.62 0.39 4.00 -0.449
S 2.64 -1.38 4.09 1.074
H 1.57 -3.45 2.65 0.106
H 0.67 -2.74 1.37 0.077
H 1.32 2.59 1.74 0.051
H 2.26 4.17 3.40 0.111
H 3.42 3.33 5.44 0.101
H 3.65 0.86 5.81 0.106
```

Results
HOMO (alpha / beta) = -0.25079 / -0.25101 Ha
electronic energy = -87478.50554 eV
2S+1 = 3
max |F| = 4.019 eV/Å
Kohn-Sham gap (alpha / beta) = 6.562 / 6.568 eV
charge = 0

---

No. 2
C24H33ClI2P2SbYb | ωB97M-V/def2-TZVPD

XYZ file:
```
64
Properties=species:S:1:pos:R:3:lowdin_charge:R:1
I 1.49 -0.49 -1.33 0.505
I 0.46 -0.43 1.65 0.280
Yb -2.31 1.46 -0.70 0.890
P 1.52 2.15 -0.01 0.451
C 3.26 1.58 0.27 -0.382
C 1.85 3.27 -1.42 -0.289
H 2.58 4.03 -1.11 0.060
H 2.29 4.10 1.21 0.060
H 0.90 3.73 -1.72 0.042
H 0.53 3.79 1.47 0.044
H 3.57 0.91 -0.53 -0.044
H 2.25 2.69 -2.27 0.039
C 1.52 3.33 1.39 -0.280
H 3.89 2.47 0.28 0.061
H 1.75 2.78 2.31 0.040
H 3.33 1.04 1.22 0.020
P -2.23 -1.31 -0.20 0.515
C -1.81 -3.07 -0.04 -0.267
C -3.53 -1.22 1.09 -0.288
H -3.70 -0.36 -2.02 0.030
H -4.10 -2.04 -1.49 0.061
H -2.67 -1.73 -2.53 0.058
C -3.27 -1.34 -1.70 -0.309
H -3.94 -0.20 1.23 0.043
H -4.33 -1.92 0.79 0.062
H -2.74 -3.65 -0.18 0.069
H -1.37 -3.29 0.95 0.025
H -3.08 -1.54 2.04 0.052
H -1.07 -3.36 -0.80 0.037
Cl -2.80 3.79 -0.82 -0.247
C 4.25 -4.31 -3.74 -0.047
C 2.86 -4.32 -3.53 -0.053
C 2.34 -3.97 -2.27 -0.168
C 3.23 -3.68 -1.22 -0.377
C 4.60 -3.60 -1.44 -0.122
C 5.11 -3.92 -2.71 -0.047
Sb 2.46 -2.74 0.69 1.394
C 1.39 -4.45 1.55 -0.357
C 0.62 -4.36 2.71 -0.147
C -0.01 -5.52 3.21 -0.055
C 0.09 -6.73 2.51 -0.042
C 0.82 -6.78 1.31 -0.046
C 1.49 -5.65 0.83 -0.120
C 3.91 -1.96 2.16 -0.367
C 3.52 -1.80 3.49 -0.143
C 4.43 -1.24 4.41 -0.044
C 5.70 -0.84 3.98 -0.039
C 6.06 -0.93 2.63 -0.050
C 5.14 -1.46 1.70 -0.132
H 4.65 -4.58 -4.71 0.120
H 2.18 -4.57 -4.36 0.121
H 1.25 -3.88 -2.15 0.093
H 5.28 -3.25 -0.66 0.088
H 6.19 -3.83 -2.89 0.123
H 0.49 -3.40 3.23 0.077
H -0.58 -5.47 4.13 0.119
H -0.41 -7.62 2.88 0.123
H 0.89 -7.71 0.74 0.121
H 2.07 -5.70 -0.09 0.089
H 2.51 -2.07 3.82 0.083
H 4.13 -1.12 5.45 0.122
H 6.42 -0.43 4.70 0.121
H 7.04 -0.59 2.28 0.123
H 5.40 -1.47 0.63 0.096
```

Results
HOMO (alpha / beta) = -0.49916 / -0.48115 Ha
electronic energy = -110776.01302 eV
2S+1 = 2
max |F| = 1.794 eV/Å
Kohn-Sham gap (alpha / beta) = 5.437 / 4.756 eV
energy above the lowest of the compared OMol25 structures with the same formula, charge and spin = 1.298 eV
charge = +2

---

No. 3
C24H33FN2O8SiTa | ωB97M-V/def2-TZVPD

XYZ file:
```
70
Properties=species:S:1:pos:R:3:lowdin_charge:R:1
Ta 13.91 9.36 8.24 2.092
C 16.44 10.71 7.46 -0.044
C 16.20 11.13 8.91 -0.095
O 14.86 10.82 9.30 -0.315
C 14.33 11.14 10.68 -0.005
C 12.94 10.54 10.82 -0.042
O 12.45 9.98 9.54 -0.306
C 11.21 10.48 8.96 -0.033
C 11.64 11.55 7.98 -0.090
O 12.90 11.15 7.48 -0.275
C 13.46 11.99 6.46 -0.074
C 14.63 11.29 5.79 -0.035
O 15.17 10.33 6.79 -0.306
H 17.09 9.82 7.42 0.137
H 16.88 11.51 6.83 0.161
H 16.35 12.23 9.05 0.168
H 16.92 10.62 9.58 0.155
H 14.26 12.22 10.71 0.153
H 15.06 10.73 11.42 0.170
H 12.22 11.29 11.15 0.160
H 12.92 9.70 11.51 0.153
H 10.61 10.88 9.78 0.165
H 10.72 9.61 8.50 0.148
H 11.77 12.52 8.52 0.170
H 10.92 11.73 7.20 0.161
H 13.81 12.93 6.94 0.163
H 12.69 12.23 5.71 0.164
H 15.48 11.99 5.54 0.170
H 14.32 10.70 4.94 0.119
C 14.56 5.32 6.07 -0.148
Si 15.28 7.07 5.94 0.547
C 14.18 7.80 4.55 -0.158
C 17.02 7.22 5.21 -0.156
N 15.17 7.92 7.58 -0.172
C 16.01 7.41 8.60 -0.306
C 16.93 6.38 8.38 -0.015
C 17.98 6.21 9.26 -0.021
C 18.11 6.94 10.43 -0.031
C 17.05 7.76 10.78 0.002
C 15.98 7.90 9.90 -0.196
F 14.69 8.18 10.48 -0.011
H 13.60 5.28 5.52 0.045
H 14.37 5.01 7.12 0.045
H 15.19 4.52 5.60 0.071
H 14.58 7.39 3.59 0.079
H 14.15 8.90 4.50 0.009
H 13.15 7.45 4.58 0.019
H 17.40 6.21 4.94 0.067
H 17.79 7.74 5.82 0.040
H 16.95 7.79 4.27 0.041
H 16.87 5.75 7.50 0.104
H 18.76 5.49 8.98 0.143
H 18.97 6.79 11.09 0.138
H 17.02 8.35 11.71 0.138
O 12.67 7.54 8.74 0.033
C 12.15 7.74 7.63 -0.561
O 12.75 8.60 6.83 -0.167
C 10.98 7.16 7.06 -0.110
C 10.23 6.12 7.71 0.060
C 8.95 5.81 7.31 0.047
C 8.48 6.38 6.15 -0.093
C 9.20 7.31 5.41 0.038
C 10.42 7.69 5.86 0.015
N 7.21 5.92 5.61 -0.297
O 6.91 6.35 4.47 0.104
O 6.59 5.10 6.29 0.130
H 10.65 5.60 8.55 0.134
H 8.41 5.04 7.85 0.145
H 8.80 7.75 4.50 0.142
H 11.01 8.38 5.29 0.116
```

Results
HOMO (alpha / beta) = -0.62150 / -0.62154 Ha
electronic energy = -56900.19372 eV
max |F| = 6.053 eV/Å
Kohn-Sham gap (alpha / beta) = 5.662 / 5.665 eV
charge = +3

---

No. 4
C24H33FeN7PS3Si | ωB97M-V/def2-TZVPD

XYZ file:
```
70
Properties=species:S:1:pos:R:3:lowdin_charge:R:1
Fe -0.10 -1.23 -0.64 -0.010
C 2.52 -5.54 1.65 -0.046
N 1.70 -4.81 0.71 -0.136
C 0.97 -5.35 -0.32 -0.049
C 0.37 -4.31 -0.96 -0.111
N 0.72 -3.15 -0.34 -0.008
C 1.52 -3.46 0.65 -0.439
P 2.24 -2.20 1.75 1.158
C 0.69 -1.40 2.21 -0.443
N -0.23 -1.04 1.35 -0.017
C -1.24 -0.45 2.04 -0.113
C -0.91 -0.45 3.37 -0.041
N 0.31 -1.05 3.47 -0.135
C 1.06 -1.27 4.70 -0.047
C 2.71 -1.07 0.40 -0.448
N 1.89 -0.69 -0.55 -0.017
C 2.61 0.06 -1.43 -0.127
C 3.90 0.12 -1.00 -0.055
N 3.97 -0.59 0.16 -0.137
C 5.16 -0.84 0.95 -0.046
H 2.33 -6.60 1.53 0.085
H 2.28 -5.26 2.68 0.079
H 3.58 -5.35 1.48 0.085
H 0.95 -6.41 -0.49 0.111
H -0.30 -4.29 -1.80 0.099
H -2.10 -0.04 1.52 0.063
H -1.43 -0.07 4.24 0.114
H 0.49 -0.85 5.52 0.086
H 2.03 -0.77 4.65 0.082
H 1.21 -2.33 4.88 0.082
H 2.14 0.49 -2.30 0.092
H 4.77 0.62 -1.41 0.114
H 5.91 -0.11 0.68 0.086
H 5.56 -1.84 0.76 0.087
H 4.94 -0.75 2.01 0.074
C -1.80 -2.00 -4.87 -0.166
C -1.55 -1.94 -3.38 -0.772
S 0.04 -1.33 -2.91 0.566
C -2.47 -2.29 -2.47 -0.786
C -3.84 -2.79 -2.84 -0.157
S -2.18 -2.19 -0.74 0.555
H -0.90 -1.71 -5.41 0.035
H -2.60 -1.33 -5.18 0.069
H -2.07 -3.01 -5.21 0.062
H -4.01 -2.79 -3.92 0.050
H -4.61 -2.16 -2.37 0.061
H -4.00 -3.81 -2.47 0.058
C -2.39 5.06 -2.11 -0.188
Si -2.33 4.78 -0.25 0.484
C -4.00 4.18 0.35 -0.210
C -2.12 6.48 0.57 -0.208
C -0.80 3.78 0.17 -0.278
C 0.32 4.40 0.69 -0.125
C 1.48 3.68 0.97 -0.112
C 1.45 2.33 0.68 -0.191
N 0.41 1.69 0.15 0.019
C -0.73 2.38 -0.11 -0.798
S -2.03 1.50 -0.79 0.571
H -3.23 5.71 -2.39 0.020
H -2.50 4.10 -2.61 0.015
H -1.47 5.53 -2.46 0.024
H -4.74 4.96 0.18 0.020
H -3.97 3.95 1.42 0.026
H -4.29 3.27 -0.17 -0.010
H -2.99 7.10 0.34 0.019
H -1.24 7.02 0.22 0.016
H -2.06 6.39 1.65 0.025
H 0.30 5.47 0.89 0.079
H 2.37 4.15 1.38 0.076
H 2.33 1.71 0.87 0.083
```

Results
HOMO (alpha / beta) = -0.08446 / -0.08415 Ha
electronic energy = -119916.95599 eV
max |F| = 0.953 eV/Å
Kohn-Sham gap (alpha / beta) = 4.288 / 4.280 eV
charge = -1

---

No. 5
C24H33LuN3O5Si | ωB97M-V/def2-TZVPD

XYZ file:
```
67
Properties=species:S:1:pos:R:3:lowdin_charge:R:1
Lu -0.01 -0.38 0.34 1.688
C -2.29 -0.72 4.05 0.012
C -1.21 -1.42 3.20 -0.487
C -0.54 -2.62 3.74 -0.007
O -0.21 -0.49 2.68 -0.123
C -2.10 -1.81 1.96 -0.516
O -3.31 -1.90 2.06 0.099
O -1.45 -1.69 0.80 -0.224
H -1.81 -0.41 4.96 0.092
H -3.08 -1.40 4.27 0.100
H -2.69 0.15 3.60 0.063
H -0.01 -2.49 4.70 0.102
H 0.19 -3.05 3.05 0.099
H -1.34 -3.34 3.93 0.113
H -0.08 0.13 3.41 0.128
C -2.25 -2.06 -3.46 -0.180
Si -0.49 -1.50 -3.07 0.498
C 0.32 -2.88 -2.05 -0.203
C 0.53 -0.99 -4.73 -0.153
N -0.49 -0.21 -1.80 -0.236
C -1.07 1.00 -2.14 -0.336
C -1.41 1.47 -3.40 -0.044
C -1.94 2.77 -3.53 -0.085
C -2.14 3.59 -2.47 -0.097
C -1.73 3.22 -1.19 -0.013
C -1.24 1.95 -1.02 -0.201
O -1.10 1.45 0.31 -0.218
C -2.33 1.60 1.11 -0.255
C -2.31 2.47 2.19 -0.032
C -3.55 2.79 2.79 -0.046
C -4.75 2.16 2.39 -0.054
C -4.77 1.37 1.25 -0.023
C -3.54 1.06 0.65 0.007
H -2.25 -2.73 -4.35 0.042
H -2.93 -1.22 -3.60 0.019
H -2.71 -2.65 -2.61 0.054
H 0.45 -3.73 -2.73 0.032
H -0.34 -3.15 -1.19 0.025
H 1.34 -2.66 -1.72 -0.004
H 1.53 -0.66 -4.37 0.028
H -0.05 -0.18 -5.22 0.008
H 0.58 -1.91 -5.32 0.011
H -1.48 0.81 -4.27 0.083
H -2.32 3.05 -4.51 0.113
H -2.61 4.56 -2.67 0.111
H -1.88 3.80 -0.30 0.119
H -1.35 2.92 2.45 0.124
H -3.63 3.40 3.71 0.116
H -5.61 2.23 2.99 0.093
H -5.68 1.09 0.77 0.107
H -3.39 0.28 -0.14 0.148
N 2.12 -1.02 0.27 0.054
C 3.32 -0.95 0.26 -0.196
N 4.54 -0.65 -0.01 -0.035
C 5.73 -1.40 0.62 -0.072
C 6.67 -0.43 1.29 -0.161
O 7.04 0.68 0.40 -0.143
C 5.90 1.43 -0.04 -0.196
C 4.88 0.60 -0.78 -0.076
H 6.25 -2.01 -0.15 0.140
H 5.36 -2.11 1.37 0.133
H 7.63 -0.95 1.55 0.150
H 6.18 0.06 2.20 0.146
H 6.29 2.17 -0.71 0.125
H 5.45 1.93 0.89 0.152
H 5.25 0.41 -1.80 0.141
H 3.93 1.19 -0.84 0.140
```

Results
HOMO = -0.36085 Ha
electronic energy = -81626.23183 eV
max |F| = 4.228 eV/Å
Kohn-Sham gap = 6.709 eV
energy above the lowest of the compared OMol25 structures with the same formula, charge and spin = 1.251 eV
charge = +1

---

No. 6
C24H33N5O7 | ωB97M-V/def2-TZVPD

XYZ file:
```
69
Properties=species:S:1:pos:R:3:lowdin_charge:R:1
C -0.17 -3.86 -3.14 -0.066
N 0.80 -2.78 -3.25 0.026
C 0.53 -1.48 -2.86 -0.388
O -0.51 -1.24 -2.25 0.037
C 1.59 -0.38 -3.08 -0.167
C 2.39 -0.13 -1.79 -0.058
C 2.76 1.35 -1.83 -0.329
O 4.00 1.51 -2.53 -0.026
C 1.62 2.01 -2.60 -0.076
N 1.05 0.94 -3.40 0.024
C 0.24 1.16 -4.52 -0.387
O -0.06 0.20 -5.23 0.072
C -0.26 2.53 -4.95 -0.012
C 0.52 2.93 -6.16 -0.263
C 0.18 2.65 -7.44 0.022
C 1.24 3.19 -8.25 -0.344
C 1.32 3.08 -9.74 -0.028
N 2.14 3.76 -7.49 0.125
O 1.70 3.62 -6.14 -0.004
H -1.06 -3.64 -3.73 0.092
H 0.26 -4.79 -3.49 0.086
H -0.47 -3.99 -2.09 0.084
H 1.60 -2.91 -3.86 0.138
H 2.26 -0.69 -3.88 0.156
H 1.77 -0.32 -0.91 0.120
H 3.27 -0.78 -1.74 0.130
H 2.85 1.76 -0.82 0.150
H 4.74 1.11 -2.04 0.101
H 0.88 2.41 -1.90 0.127
H 2.01 2.83 -3.21 0.134
H -0.15 3.26 -4.15 0.121
H -1.32 2.45 -5.19 0.140
H -0.68 2.10 -7.78 0.125
H 0.35 3.28 -10.19 0.082
H 1.64 2.07 -10.03 0.084
H 2.05 3.80 -10.13 0.081
C -4.08 -1.57 7.20 -0.063
N -2.91 -2.41 7.46 0.031
C -1.75 -2.41 6.81 -0.477
O -0.86 -3.16 7.19 0.047
C -1.52 -1.43 5.64 -0.196
C -0.25 -1.67 4.79 -0.098
C -0.32 -1.03 3.40 -0.227
C -0.20 0.36 3.24 -0.032
C -0.35 0.95 1.97 -0.001
C -0.60 0.13 0.84 -0.318
O -0.74 0.71 -0.38 0.023
C -0.70 -1.27 1.00 -0.010
C -0.56 -1.85 2.27 -0.029
N -1.60 -0.01 6.04 0.105
C -0.98 0.63 7.02 -0.551
C -0.10 -0.10 8.02 0.022
O -1.12 1.84 7.13 0.032
H -4.94 -1.93 7.78 0.086
H -4.35 -1.61 6.14 0.082
H -3.88 -0.54 7.49 0.080
H -2.96 -3.06 8.23 0.145
H -2.36 -1.61 4.96 0.147
H 0.62 -1.29 5.31 0.116
H -0.12 -2.74 4.67 0.116
H -0.01 0.99 4.10 0.106
H -0.28 2.01 1.84 0.109
H -0.81 0.03 -1.08 0.051
H -0.90 -1.89 0.14 0.096
H -0.65 -2.92 2.39 0.106
H -2.14 0.59 5.44 0.150
H -0.72 -0.68 8.69 0.085
H 0.46 0.64 8.60 0.088
H 0.60 -0.75 7.51 0.075
```

Results
HOMO = -0.30341 Ha
electronic energy = -47207.10033 eV
structure (SMILES) = CNC(=O)[C@@H]1C[C@@H](O)CN1C(=O)Cc1cc(C)no1.CNC(=O)[C@H](Cc1ccc(O)cc1)NC(C)=O
max |F| = 2.032 eV/Å
Kohn-Sham gap = 8.777 eV
charge = 0